Entry 1:
13
Properties=species:S:1:pos:R:3:forces:R:3 method="wB97M-V/def2-TZVPD" molar_mass_g_mol=153.00 e_homo_ev="-14.3 / -14.3" lumo_ha="-0.19041 / -0.19039" energy_ha=-2822.21172 orbital_gap_ev="9.09 / 9.09" e_above_lowest_ev=1.135 charge=+1
Br 2.902599 0.164290 -0.135800 -2.4 -0.3 1.1
C 0.766278 -0.221707 0.980269 2.7 -0.1 -0.7
N 0.014182 0.952798 0.455595 0.1 0.5 0.0
C -0.945188 0.365325 -0.530602 -0.6 -0.7 -0.5
C -0.435518 -1.077591 -0.680151 -0.3 0.0 -0.8
O 0.219685 -1.324433 0.559175 0.0 0.2 0.5
H 1.090834 -0.209968 2.012861 0.0 0.1 -0.1
H 0.680405 1.605321 0.012507 -0.1 -0.2 0.1
H -0.472651 1.457520 1.206428 0.1 -0.1 -0.1
H -0.929357 0.902538 -1.473824 0.1 0.2 0.1
H -1.953971 0.379946 -0.114939 0.2 0.1 0.1
H -1.227674 -1.819002 -0.796567 0.1 0.2 0.0
H 0.290378 -1.175031 -1.494958 0.0 0.0 0.2



Entry 2:
61
Properties=species:S:1:pos:R:3:forces:R:3 method="wB97M-V/def2-TZVPD" molar_mass_g_mol=482.58 e_homo_ev=-7.8 lumo_ha=0.00604 energy_ha=-1914.63130 orbital_gap_ev=7.97
C -2.595461 -4.071044 0.591941 3.9 -0.4 -0.9
C -2.822408 -2.622271 0.454603 -3.3 1.1 0.4
C -3.626240 -2.018414 -0.583326 0.1 -9.6 -0.6
C -4.064124 -0.799880 -0.617328 -6.7 -2.4 -10.8
C -3.620490 -0.106154 0.246507 5.1 10.8 14.1
S -4.017382 1.760585 0.323146 -4.9 1.9 -4.7
O -5.224640 2.212109 -0.525949 3.6 -2.9 0.8
O -4.193107 2.456552 1.546900 1.9 -0.8 1.9
N -2.673128 2.250320 -0.574540 0.8 1.9 6.0
C -2.590369 2.358062 -1.923478 3.0 -0.1 3.5
C -1.273659 2.573201 -2.059505 2.3 0.8 -9.0
C -0.405523 2.793967 -1.024918 -8.9 -1.1 5.3
C 0.821273 2.774237 -0.591338 4.4 0.6 2.1
O 1.632935 2.903959 -1.575542 4.8 0.7 -7.6
C 3.084163 2.930080 -1.804314 -0.3 -3.0 10.5
C 3.638845 1.372410 -1.173614 -4.8 -0.2 -1.4
O 3.792232 1.109059 0.225408 -8.1 10.7 -5.9
C 4.668249 0.414285 0.621736 7.4 -12.8 1.6
C 3.944487 -1.201093 0.734380 7.9 -0.4 -3.9
N 3.118419 -1.515228 1.751784 -4.7 -0.7 -1.8
C 1.751218 -0.858965 1.426667 3.3 -3.4 9.3
C 1.027717 -1.384454 0.431819 -1.3 -5.8 -3.5
C 1.097911 -2.898071 0.065300 -1.5 4.2 -1.0
C 0.358491 -3.380110 -0.950775 1.5 13.8 3.2
C -0.423272 -2.291443 -1.629299 1.8 -18.7 -2.4
F -1.111587 -3.103832 -2.516057 -1.3 0.5 -1.6
C -0.578949 -1.145749 -1.542344 -2.3 17.2 6.4
C 0.128692 -0.607673 -0.057656 -3.2 0.4 -7.6
C 1.266226 2.757639 0.709493 -1.9 1.3 4.5
C 0.206638 2.849157 1.803181 5.4 -0.9 -3.9
C -1.079533 2.712866 1.295535 0.5 1.1 17.3
C -1.425169 2.707748 0.128874 -2.8 -2.0 -13.4
C -2.890635 -0.489284 1.463379 -1.1 -1.3 -2.7
C -2.592835 -1.871885 1.603787 -7.3 6.6 -8.7
H -2.538938 -4.385809 -0.474515 1.0 -0.6 0.7
H -1.566337 -4.252789 1.329628 -2.9 0.2 -2.6
H -3.374455 -4.681260 0.941557 -1.3 -0.3 1.1
H -4.231129 -2.767140 -1.270929 1.9 1.3 1.0
H -4.777009 -0.420818 -1.430722 1.1 -0.6 1.3
H -3.537830 2.311702 -2.277427 -2.2 -0.2 -2.7
H -0.836576 2.651103 -3.108835 -0.7 -0.1 1.2
H 3.472566 3.525843 -0.874188 -0.3 -0.2 -2.1
H 3.689720 3.077313 -2.639051 -0.8 0.6 -2.3
H 2.658050 0.689609 -1.420883 2.6 1.3 -0.2
H 4.516424 1.163628 -1.740818 0.8 -0.7 -0.1
H 5.680923 0.109304 0.083318 -1.8 1.3 0.1
H 4.923976 0.603470 1.580020 1.1 0.8 3.5
H 5.007440 -1.941190 0.693525 -2.7 1.7 0.6
H 3.606363 -1.443167 -0.290274 -0.5 0.3 0.5
H 3.506181 -1.128940 2.527829 0.7 1.2 3.3
H 1.800005 0.114703 1.447966 0.8 5.4 -0.7
H 1.131838 -0.961526 2.412131 1.0 -0.4 -1.1
H 1.702740 -3.426507 0.687221 1.7 -1.8 1.6
H 0.339561 -4.283855 -0.978561 -1.0 -10.5 -1.9
H -1.390859 -0.405113 -1.851451 1.5 -1.5 -0.3
H 0.011377 0.459974 -0.059667 0.2 0.1 0.9
H 2.336764 2.919828 1.027075 -1.4 -0.5 -0.8
H 0.734457 2.898662 2.815017 -2.0 0.0 -1.2
H -1.762041 2.802397 2.419582 0.9 -0.6 -4.0
H -2.540211 0.304472 2.075532 0.1 0.3 0.8
H -1.891962 -2.104569 2.102488 8.6 -3.5 7.9



Entry 3:
117
Properties=species:S:1:pos:R:3:forces:R:3 method="wB97M-V/def2-TZVPD" molar_mass_g_mol=1056.46 multiplicity=2 e_homo_ev="-5.4 / -5.4" lumo_ha="-0.04396 / -0.04383" energy_ha=-4946.93687 orbital_gap_ev="4.17 / 4.18"
Mn 0.088690 1.081925 -0.149645 0.1 1.0 0.1
C 2.155014 -3.168031 -0.924754 0.0 0.0 0.0
C 1.834939 -3.504309 -2.236993 0.0 0.0 0.0
C 0.910828 -2.730063 -2.888590 0.0 0.0 -0.1
C 0.367769 -1.598819 -2.258660 -0.2 -0.1 0.1
N 0.704701 -1.236758 -1.012211 0.1 0.2 0.0
C 1.556503 -2.059097 -0.373506 -0.1 0.0 0.1
N -0.576433 -0.950093 -3.022523 0.5 0.3 -0.1
C -0.923777 0.267772 -2.952623 0.2 0.2 -0.1
N -0.541856 1.298420 -2.072899 -0.1 0.0 0.0
C -1.096759 2.447083 -2.547835 0.0 -0.1 -0.1
N -1.093670 3.669183 -2.104086 -0.1 0.1 0.0
C -0.569427 4.096626 -0.930223 0.1 0.0 -0.1
C -0.817929 5.459548 -0.633479 0.0 0.0 0.0
C -0.415558 6.001415 0.553231 0.0 0.0 0.0
C 0.268702 5.184930 1.460328 0.0 0.0 0.0
C 0.502604 3.885336 1.094611 0.0 0.0 -0.1
N 0.110690 3.320607 -0.064974 -0.3 -0.4 0.3
C -1.879689 2.174713 -3.774343 0.0 0.1 0.1
C -2.605475 3.013227 -4.599055 0.0 0.0 0.0
C -3.276340 2.423210 -5.663578 0.0 0.0 0.0
C -3.199945 1.046413 -5.890623 0.0 0.0 0.0
C -2.455710 0.217453 -5.059136 0.0 -0.1 -0.1
C -1.810157 0.820618 -3.996778 0.0 0.0 0.1
H 2.838764 -3.761278 -0.332409 0.0 0.0 0.0
H 2.272812 -4.370061 -2.716134 0.0 0.0 0.0
H 0.557705 -2.954713 -3.883709 -0.1 0.0 0.0
H 1.744000 -1.841115 0.663885 0.0 0.0 0.0
H -1.352840 6.030167 -1.378214 0.0 0.0 0.0
H -0.620820 7.038133 0.787339 0.0 0.0 0.0
H 0.608149 5.551644 2.418707 0.0 0.0 0.0
H 1.036929 3.235241 1.763594 0.0 0.0 0.0
H -2.641241 4.078516 -4.415330 0.0 0.0 0.0
H -3.869240 3.037177 -6.329358 0.0 0.0 0.0
H -3.728158 0.618732 -6.732913 0.0 0.0 0.0
H -2.385686 -0.851073 -5.212939 0.0 0.0 0.0
C 3.369030 2.840821 0.679741 -0.1 0.1 -0.1
P 2.559183 1.471033 -0.245482 0.1 -0.6 0.1
C 3.170353 0.140029 0.887363 0.0 0.0 0.0
N 4.297618 -0.474338 0.676318 0.0 0.0 0.0
C 4.684741 -1.429026 1.565728 0.0 0.0 -0.1
C 5.871767 -2.161943 1.332086 0.0 0.1 0.0
C 6.279312 -3.093479 2.241092 0.0 0.0 0.1
C 5.526825 -3.331865 3.418237 0.1 0.0 -0.1
C 4.372686 -2.645611 3.656183 0.0 0.0 0.0
C 3.925031 -1.684580 2.719278 0.0 -0.1 0.1
N 2.749524 -1.031660 2.931813 0.0 0.1 0.1
C 2.347063 -0.179635 2.033649 0.0 0.2 -0.1
P 0.685663 0.650705 2.182138 0.0 -0.4 0.3
C 1.083837 1.713364 3.630866 0.0 0.1 -0.1
C -0.524913 -0.552986 2.983842 0.1 -0.1 -0.2
C -1.750101 0.257455 3.421291 0.0 0.1 0.0
C -0.024430 -1.371563 4.173300 0.0 0.0 0.0
C -0.960070 -1.503414 1.871503 -0.1 0.2 0.0
C 3.527583 1.449027 -1.835275 -0.1 -0.1 -0.1
C 3.028534 0.262764 -2.662020 0.0 0.0 0.1
C 5.050295 1.392424 -1.709593 0.0 0.1 0.0
C 3.110288 2.752106 -2.535978 -0.1 0.0 0.1
H 4.448113 2.742567 0.565641 0.0 0.0 0.0
H 3.137214 2.763880 1.739622 0.0 0.0 0.0
H 3.042746 3.814043 0.318324 0.0 0.0 0.0
H 6.433065 -1.957359 0.430044 0.0 0.0 0.0
H 7.186411 -3.656654 2.066614 0.0 0.0 0.0
H 5.878433 -4.062725 4.134127 0.0 0.0 0.0
H 3.782241 -2.814175 4.547163 0.0 0.0 0.0
H 1.337494 1.065271 4.469396 0.0 0.0 0.0
H 0.243835 2.354217 3.894540 0.0 0.0 0.0
H 1.945901 2.345633 3.423795 0.0 0.0 0.0
H -1.503139 1.014328 4.167235 0.0 0.0 0.0
H -2.472808 -0.428897 3.868613 0.0 0.0 0.0
H -2.230070 0.737963 2.574460 0.0 0.0 0.0
H 0.053780 -0.760530 5.074249 0.0 0.0 0.0
H 0.935810 -1.838945 3.989390 0.0 0.0 0.0
H -0.760934 -2.154364 4.374823 0.0 0.0 0.0
H -1.533555 -1.388978 0.022970 -0.2 -0.2 0.1
H -1.797414 -2.113603 2.232912 0.0 0.0 0.0
H -0.147304 -2.186522 1.603241 0.0 0.0 0.0
H 3.313865 -0.690243 -2.210936 0.0 0.0 0.0
H 3.460471 0.312682 -3.664321 0.0 0.0 0.0
H 1.944869 0.289152 -2.760928 0.0 0.0 -0.1
H 5.375990 0.558245 -1.096761 0.0 0.0 0.0
H 5.463058 2.316876 -1.301480 0.0 0.0 0.0
H 5.464462 1.270381 -2.713891 0.0 0.0 0.0
H 2.021673 2.846704 -2.591673 0.0 0.0 -0.1
H 3.503626 2.752987 -3.554683 0.0 0.0 0.0
H 3.506322 3.631891 -2.025190 0.0 0.0 0.0
N -7.408543 2.896534 1.045223 0.0 0.0 0.0
C -6.301780 2.660146 0.852404 0.1 0.0 0.0
C -4.908206 2.362005 0.633574 0.0 0.0 0.0
C -4.520164 1.406100 -0.294659 0.0 0.0 0.0
C -3.167680 1.158368 -0.453976 0.0 0.0 0.0
N -2.219367 1.779013 0.251465 -0.1 -0.2 -0.1
C -2.607616 2.685165 1.147919 0.0 0.1 -0.1
C -3.930625 3.023642 1.366560 0.0 0.0 0.0
H -5.246788 0.864365 -0.883371 0.0 0.0 0.0
H -2.841037 0.420249 -1.177114 0.0 0.0 0.0
H -1.827173 3.168774 1.722928 0.0 0.0 0.0
H -4.191754 3.786719 2.085671 0.0 0.0 0.0
C -1.015096 -6.344049 0.965939 0.0 0.0 0.0
C -1.022435 -4.864579 0.650199 -0.1 0.0 0.0
O -1.666806 -4.674138 -0.604211 0.0 0.0 0.0
P -2.336873 -3.199426 -0.903214 0.1 0.0 -0.2
O -1.375898 -0.731184 0.762546 0.2 0.0 -0.1
Te -2.931006 -3.255602 -3.196712 -0.4 -0.3 0.0
O -3.721185 -3.453771 -0.015324 -0.1 -0.1 0.2
C -4.660952 -2.396624 0.050811 0.0 0.1 0.0
C -5.894521 -2.894990 0.771802 0.1 0.0 0.0
H -0.481347 -6.525398 1.901656 0.0 0.0 0.0
H -0.520256 -6.896364 0.167079 0.0 0.0 0.0
H -2.034807 -6.714929 1.062618 0.0 0.0 0.0
H 0.003453 -4.479778 0.589642 0.0 0.0 0.0
H -1.547259 -4.311342 1.437187 0.0 -0.1 0.0
H -4.910232 -2.067242 -0.965274 0.0 0.0 0.0
H -4.225954 -1.539244 0.589338 0.0 0.0 0.0
H -6.342541 -3.720078 0.219298 0.0 0.0 0.0
H -6.628987 -2.094080 0.875218 0.0 0.0 0.0
H -5.628627 -3.254389 1.767225 0.0 0.0 0.0



Entry 4:
61
Properties=species:S:1:pos:R:3:forces:R:3 method="wB97M-V/def2-TZVPD" molar_mass_g_mol=426.52 e_homo_ev=-8.1 lumo_ha=-0.00089 energy_ha=-1413.71005 orbital_gap_ev=8.05 e_above_lowest_ev=20.961
C -7.200022 -1.520162 -3.243724 0.7 -2.0 -4.7
C -7.822135 -0.534003 -2.504607 -5.2 4.2 2.2
C -7.314033 0.318522 -1.547798 -5.0 -1.9 -3.1
C -6.014665 0.186448 -1.080417 3.3 -1.7 -0.6
O -5.143792 -0.593920 -1.712362 -2.5 4.1 4.1
N -5.948701 0.945355 0.093467 0.6 0.9 2.8
C -4.827761 1.149684 0.947617 3.0 0.3 -5.3
C -4.932812 2.293856 1.726869 16.8 -4.0 1.1
C -3.781171 2.681885 2.622829 1.7 -6.5 -5.6
C -2.474085 1.813555 2.346883 -8.9 2.8 -2.5
C -2.463405 0.961817 1.220071 0.7 0.7 2.5
C -1.225553 0.232723 1.169746 3.7 -3.7 -5.6
N -0.970590 -0.751405 0.162139 -5.5 5.1 4.3
O 0.215268 -1.127740 0.145856 5.8 -1.4 -1.2
C 1.176999 -0.370867 1.033000 -9.0 -4.4 7.3
C 0.149808 0.527137 1.774196 0.7 0.3 2.9
C 1.774400 -1.651820 2.128000 -7.7 1.3 -5.0
C 2.798846 -1.902402 1.271554 7.0 -7.5 -3.9
C 2.464032 -3.218811 0.252960 10.0 4.4 -1.4
N 3.577614 -3.679459 -0.557043 1.3 3.4 -0.3
O 1.733912 -4.005010 0.518356 -9.3 -6.6 2.9
N 3.258306 -0.859722 0.310938 -8.5 0.0 5.3
C 4.423486 -0.609772 0.044122 10.9 -1.6 -4.5
O 5.357723 -1.497599 -0.019073 -1.9 1.3 1.1
C 4.776278 0.691254 -0.563412 0.7 2.6 -3.8
C 6.266823 0.867516 -1.512644 -2.6 -3.4 14.2
C 6.663325 2.016293 -2.025303 -4.2 2.5 -5.4
C 6.607259 3.041543 -1.115049 -0.4 9.4 1.5
C 7.085697 4.630581 -1.903126 -1.0 -5.0 0.0
C 2.257786 0.218964 0.537832 3.7 1.5 -8.3
C -3.546967 0.669896 0.405589 -1.7 2.3 5.2
H -6.184706 -1.506695 -3.002816 1.5 -0.3 0.1
H -7.593442 -2.503084 -2.951205 -0.2 0.1 -0.7
H -7.234554 -1.295842 -4.463561 -0.4 -0.9 3.1
H -9.110449 -0.408841 -2.679720 3.9 -0.3 0.5
H -8.158090 0.848560 -1.070431 1.3 0.2 0.1
H -6.664746 1.629583 0.581742 0.7 -2.5 -2.9
H -5.748374 2.505855 1.919656 -14.0 4.7 3.4
H -3.783693 3.284308 3.447623 -0.4 1.8 1.7
H -1.667910 2.074671 2.843873 3.8 0.8 2.5
H 0.643221 1.583509 1.663942 -1.8 -1.4 0.7
H 0.065851 0.130079 2.973410 0.5 1.7 -3.1
H 0.862721 -2.334344 2.335395 1.8 0.4 -1.2
H 1.878683 -1.208154 2.967569 1.7 3.2 5.7
H 3.705927 -2.462877 1.845689 -1.4 1.8 -1.6
H 3.507577 -4.550563 -1.113465 -0.3 1.2 0.8
H 4.408567 -2.985527 -0.709742 -1.9 -1.8 0.3
H 4.680537 1.438823 0.279412 0.1 -0.1 -1.5
H 4.113575 0.856873 -1.535610 0.2 0.2 2.6
H 6.459250 0.052549 -1.905183 0.6 -7.7 -5.0
H 6.991036 0.579687 -0.610190 -0.9 0.8 -1.0
H 5.825516 2.012352 -2.835489 1.4 1.8 0.2
H 7.528159 1.827993 -2.480860 3.8 -0.1 -2.1
H 5.567973 3.378543 -0.832126 1.1 -1.0 0.2
H 7.304592 3.087726 -0.253961 -0.6 -0.8 -0.4
H 6.970759 5.301994 -1.106228 0.3 1.3 0.7
H 8.088499 4.293399 -2.191469 -0.1 1.1 -0.1
H 6.392630 4.779982 -2.757300 0.6 0.1 0.6
H 1.897708 0.558285 -0.543408 0.9 -0.3 1.7
H 2.652732 1.091835 0.947336 0.5 1.2 1.3
H -3.313668 -0.132873 -0.155417 -0.5 -2.4 -2.7